Molecular formula: C25H29B2BrF4N5O7SeV
Method: DFT, wB97M-V/def2-TZVPD

Atoms and positions in Å:
V: 0.29157 -1.51198 -0.92443
C: 0.82129 -5.55943 -2.74069
C: 0.74592 -4.07348 -2.45587
N: 0.41727 -3.63268 -1.30966
O: 0.03065 -4.48291 -0.32227
B: -0.15627 -3.67461 0.92981
F: -0.91110 -2.44444 0.38826
F: -0.88041 -4.39070 1.81656
O: 1.10753 -3.07634 1.42441
N: 1.55940 -2.06832 0.61504
C: 2.56364 -1.33663 0.90888
C: 3.39673 -1.48681 2.14151
C: 2.75231 -0.28054 -0.13505
N: 1.80642 -0.16350 -0.99777
O: 2.00864 0.68245 -2.02698
B: 2.51649 -0.12105 -3.15728
F: 3.46016 -1.17294 -2.80030
F: 2.94684 0.77283 -4.08413
O: 1.31837 -0.82719 -3.79365
N: 0.91791 -1.81641 -2.94936
C: 1.05160 -2.98474 -3.45326
C: 1.54921 -3.23235 -4.81879
C: 4.01287 0.55769 -0.21384
H: 0.36028 -6.10966 -1.94073
H: 0.30552 -5.78283 -3.65585
H: 1.88293 -5.82947 -2.89404
H: 3.23020 -2.49495 2.50048
H: 4.44725 -1.31253 1.92298
H: 3.03398 -0.77224 2.85676
H: 1.40456 -2.41321 -5.48372
H: 2.63425 -3.37424 -4.80291
H: 1.15142 -4.15609 -5.17353
H: 4.36719 0.65089 -1.25263
H: 3.81679 1.52742 0.21279
H: 4.77939 0.06900 0.37408
C: -1.76273 3.14860 6.55714
C: -1.13903 2.72815 5.24924
C: -0.77717 3.56794 4.22299
C: -0.31874 3.12837 2.98810
C: 0.20698 4.18956 2.03988
C: -0.27506 1.77419 2.72421
Se: 0.48137 1.03658 1.08500
C: -0.50988 0.88035 3.80826
C: -0.21540 -0.58902 3.76900
C: -0.89581 1.37449 5.03726
H: -2.77529 3.51850 6.40673
H: -1.23052 3.96436 7.06336
H: -1.74680 2.32474 7.28914
H: -0.80760 4.65341 4.42559
H: -0.24838 5.15226 2.23885
H: 0.04735 3.90374 0.96020
H: 1.29951 4.26171 2.20023
H: -0.38837 -1.02388 4.75414
H: 0.84941 -0.73630 3.49543
H: -0.84552 -1.12062 3.03595
H: -1.04388 0.69750 5.84610
Br: -6.98643 0.15572 -0.51057
C: -5.44703 0.41973 -1.54646
C: -5.72836 0.69377 -2.87024
N: -4.82772 1.00517 -3.75665
C: -3.57406 1.09978 -3.32160
C: -3.21818 0.79799 -2.01227
C: -4.16741 0.44477 -1.03814
C: -1.78133 0.64271 -1.89563
O: -1.30343 -0.38072 -1.46747
O: -0.90398 1.54516 -2.29274
H: -6.77616 0.61980 -3.23784
H: -2.81594 1.35585 -4.06212
H: -3.90912 0.19850 -0.04249
C: 0.26636 3.54289 -1.98022
C: -1.10654 2.95056 -2.02943
O: -2.15345 3.45224 -1.80767
H: 0.22248 4.56588 -1.61961
H: 0.65179 3.53196 -3.00690
H: 0.91325 2.84563 -1.40360

Atoms 1-3, force components in eV/Å:
0.4 0.4 0.4
0.7 1.1 -0.3
-0.1 -1.0 -0.4

Highest occupied orbital energy (spin up / spin down) ... -6.97 / -7.03 eV
2S+1 ... 3
Molecular weight ... 819.0 g/mol
Expectation value of S² ... 2.036